(1)
# C25H32AlBrCaF5N2O19PS2

A structure of composition C25H32AlBrCaF5N2O19PS2 in a non-equilibrium geometry (ωB97M-V/def2-TZVPD, the Open Molecules 2025 dataset).

Output
strongest force on any atom	0.073	hartree/bohr
E_HOMO	-6.34	eV
spin multiplicity	1
calculated total energy	-207936.6004	eV

The geometry in XYZ format:
```
89
Properties=species:S:1:pos:R:3:forces:R:3
O -2.00899 -5.51938 -4.49125 1.936 -0.604 1.457
P -0.33943 -5.37529 -4.51880 -0.859 0.810 -1.038
Br 0.43268 -7.42913 -5.14867 -0.281 0.482 0.752
C 0.16277 -5.19959 -2.72150 0.121 -0.635 2.619
C -0.72069 -4.60625 -1.68864 2.091 -0.917 0.259
C -0.25919 -4.54551 -0.29602 2.164 -0.971 -1.231
C 1.06706 -5.07452 -0.00964 -1.323 1.204 -0.595
C 1.66163 -5.10817 1.45463 -0.390 -1.649 -0.765
F 2.71479 -4.19353 1.59758 -1.830 -1.073 0.168
F 0.58659 -4.87606 2.34318 2.293 0.203 -1.287
C 2.19714 -6.58057 1.64952 -0.355 -1.609 0.216
C 3.48734 -6.91096 2.27207 -2.176 -1.427 -0.216
C 3.90714 -8.32826 2.35818 -2.055 0.822 -0.698
C 3.01722 -9.37575 1.82119 -0.683 0.930 -0.244
C 1.70798 -9.08369 1.22967 2.018 2.972 1.144
C 0.77932 -10.19372 0.66118 1.429 -0.399 -0.589
F 1.47800 -11.38037 0.72667 -1.574 1.322 0.302
F 0.52923 -10.01021 -0.68803 -0.090 0.142 1.893
F -0.39744 -10.24151 1.33912 1.354 -0.236 -0.966
C 1.31848 -7.64570 1.16053 1.427 -1.397 0.639
N 1.87756 -5.59128 -1.02178 -1.139 0.727 -0.674
C 1.49217 -5.67106 -2.33436 -2.093 0.865 0.361
H -2.24641 -6.09198 -3.72893 -0.371 0.257 -0.653
H -1.73242 -4.22676 -1.95366 0.951 -0.218 0.271
H -0.83011 -4.13022 0.56250 0.274 -0.296 -1.129
H 4.11181 -6.03121 2.66867 -1.759 -1.275 0.301
H 4.90325 -8.61113 2.79784 -1.144 0.055 -0.512
H 3.36175 -10.43731 1.86250 -0.117 1.123 -0.046
H 0.31266 -7.45203 0.70704 1.117 0.184 0.519
H 2.81797 -5.93967 -0.80591 -0.534 0.177 0.125
H 2.17936 -6.12094 -3.08891 -0.508 0.386 0.978
C -1.17572 -1.11225 0.55625 1.682 -0.062 0.742
O -1.20464 -1.95429 -0.45521 -0.225 -0.182 0.065
H -0.80124 -1.50190 1.53014 -0.367 -0.616 0.030
H -0.56415 -0.19747 0.43393 -0.344 0.343 -0.692
H -2.15806 -0.67132 0.87381 -1.103 0.200 0.161
C -4.79100 0.39326 2.17369 1.895 -1.391 0.480
O -5.33065 0.00727 3.21878 -1.051 0.397 0.254
O -5.42109 1.00790 1.20615 -2.774 2.157 -0.730
O -3.56017 0.25521 1.90098 1.300 -0.057 -0.177
C 2.69614 -2.75529 4.75102 0.155 0.062 -0.582
C 2.30395 -4.08528 5.34056 -0.740 0.037 0.299
O 3.43470 -4.51184 6.09851 0.535 0.412 -0.236
S 4.18197 -3.20576 6.70045 -0.242 0.181 -0.096
O 3.74782 -3.01490 8.03944 0.320 0.027 -0.322
O 5.55533 -3.27480 6.33970 -0.298 -0.118 0.224
O 3.45363 -2.09906 5.76908 0.005 -0.601 0.487
H 3.34030 -2.88950 3.87769 -0.031 0.048 -0.014
H 1.83163 -2.15370 4.47391 0.113 0.111 0.171
H 2.05600 -4.81547 4.57175 0.172 -0.125 0.149
H 1.45991 -3.97824 6.02689 -0.049 -0.022 -0.112
Ca -6.59310 2.69333 1.34605 1.923 -1.203 -0.787
C -3.57474 3.23902 -1.74665 -0.820 0.100 0.162
O -4.51459 2.88552 -2.50408 -0.399 0.211 0.494
O -2.34905 2.80660 -2.20344 0.060 -0.114 -0.353
O -3.59241 3.89426 -0.69036 -0.348 0.085 0.449
H -2.73007 2.36996 -2.98485 0.838 -0.192 -0.142
O -3.35671 8.65934 -0.08506 0.046 0.052 -0.397
S -2.13306 9.19512 -0.60526 0.800 -0.215 0.568
O -1.95639 9.44799 -2.00678 -0.365 -0.069 0.151
O -0.90747 8.30823 -0.07947 -0.377 0.758 0.068
C -0.93272 6.88883 -0.31906 -0.050 -1.043 -0.416
C -0.59001 6.55675 -1.75759 -0.085 0.162 -0.241
C -1.73044 10.66955 0.28206 0.096 0.025 0.049
H -1.90005 6.46669 -0.03704 -0.023 0.156 -0.035
H -0.18316 6.44636 0.33861 -0.035 0.373 0.138
H -1.36459 6.91228 -2.43858 0.010 -0.083 0.047
H -0.49501 5.47803 -1.88974 -0.071 0.019 0.119
H 0.34562 7.03772 -2.05241 0.009 -0.051 0.084
H -1.82124 10.47573 1.34859 0.005 -0.031 -0.063
H -2.43504 11.44277 -0.02195 -0.028 -0.107 -0.048
H -0.71611 10.96909 0.02511 -0.047 -0.050 -0.010
Al 5.50723 -6.57444 1.49953 2.760 -0.974 -1.860
C -1.58484 13.71742 -3.99429 -0.147 -0.076 -0.051
O -1.14325 14.77706 -4.39624 -0.143 -0.020 -0.066
N -2.75520 13.16033 -4.38630 0.296 -0.016 0.237
C -3.21752 11.88960 -3.86076 -0.056 0.254 -0.168
C -3.57073 13.85772 -5.36252 0.266 0.184 0.046
H -1.04386 13.10734 -3.25146 -0.058 -0.077 0.001
H -3.33355 11.18267 -4.68504 -0.051 -0.139 0.164
H -4.18174 12.03649 -3.36739 -0.004 -0.187 0.016
H -2.50759 11.48393 -3.14190 -0.018 0.018 -0.106
H -2.99639 13.99334 -6.28126 -0.138 0.087 -0.023
H -3.83878 14.84159 -4.97165 -0.051 0.003 -0.157
H -4.47516 13.29002 -5.57661 0.096 -0.039 0.083
C 6.55769 -10.28439 0.40494 -0.800 -0.570 0.510
O 7.61062 -10.60930 -0.14751 0.052 0.106 -0.069
O 5.70629 -11.10240 0.87826 0.078 -0.643 -0.012
O 6.17322 -9.07098 0.57858 -0.069 2.548 0.157
```
Positions in Å, forces in eV/Å.

---

(2)
# C28H30FeN2O2P2

A structure of composition C28H30FeN2O2P2 (ωB97M-V/def2-TZVPD, the Open Molecules 2025 dataset).

Output
strongest force on any atom	0.015	hartree/bohr
E_HOMO (alpha / beta)	-14.27 / -14.19	eV
spin multiplicity	1
total charge	+2
calculated total energy	-89548.8252	eV

The geometry in XYZ format:
```
65
Properties=species:S:1:pos:R:3:forces:R:3
Fe 0.36602 0.14562 0.68980 0.146 0.478 -0.572
C -2.89491 3.73854 2.38495 0.038 -0.035 0.016
O -1.77363 2.87741 2.70858 -0.086 0.053 0.048
C -1.29221 2.05290 1.83764 0.060 -0.125 -0.142
O -0.32695 1.32819 2.14024 0.018 -0.208 0.147
N -1.82886 1.96614 0.59819 0.022 0.068 -0.029
N -1.15300 1.12554 -0.31574 0.049 -0.085 0.139
H -3.08979 4.29640 3.29156 -0.012 0.016 0.028
H -3.76489 3.13561 2.12911 -0.013 0.003 -0.006
H -2.61919 4.42640 1.58662 0.000 0.002 -0.015
H -2.55063 2.57857 0.25218 -0.017 0.002 0.034
H -0.76282 1.69540 -1.06412 0.003 -0.020 -0.036
H -1.83991 0.47935 -0.71216 0.081 -0.011 0.013
C 1.81576 -1.93017 -1.60365 0.088 0.021 -0.033
C 0.31492 -2.20279 -1.55450 -0.080 0.006 -0.219
P -0.39944 -1.90356 0.09093 0.025 -0.015 0.230
C -2.19363 -2.07148 -0.12854 -0.078 0.154 0.014
C -2.95913 -2.54601 0.93644 -0.072 0.033 0.036
C -4.34197 -2.61753 0.82895 0.054 0.009 0.024
C -4.97590 -2.21111 -0.33591 0.008 0.016 -0.022
C -4.22356 -1.73999 -1.40397 -0.063 -0.013 0.007
C -2.84261 -1.66745 -1.30172 0.161 -0.064 -0.066
C 0.06940 -3.22064 1.21512 0.054 -0.200 -0.142
C 0.31102 -2.92638 2.55349 -0.045 0.122 0.029
C 0.60287 -3.94812 3.44499 0.015 0.007 0.019
C 0.66810 -5.25931 2.99703 0.001 -0.021 -0.033
C 0.43035 -5.55919 1.65896 0.013 0.010 0.065
C 0.12251 -4.54426 0.76963 0.022 0.053 0.008
P 2.18514 -0.33936 -0.75988 -0.226 -0.434 0.457
C 3.60063 0.43911 -1.57927 -0.218 0.127 0.006
C 3.91813 0.16424 -2.90708 -0.029 0.020 -0.045
C 5.00832 0.78533 -3.49989 -0.005 0.011 -0.002
C 5.77246 1.68919 -2.77824 -0.008 -0.007 0.017
C 5.44726 1.97693 -1.45851 0.019 0.021 0.007
C 4.36397 1.35862 -0.85925 0.023 -0.008 0.034
C 2.75431 -0.84177 0.89705 0.108 0.328 0.009
C 2.48525 0.05936 1.94325 0.025 -0.063 -0.128
C 2.83145 -0.25603 3.25813 0.036 -0.030 0.094
C 3.47951 -1.44594 3.52829 -0.055 0.030 -0.062
C 3.78777 -2.32588 2.48788 -0.077 0.037 -0.035
C 3.41484 -2.03691 1.18877 -0.030 -0.133 0.133
H 2.14902 -1.91159 -2.63880 0.000 0.069 0.000
H 2.38542 -2.71947 -1.11475 -0.066 -0.044 -0.024
H 0.06728 -3.18466 -1.95865 -0.035 -0.043 0.082
H -0.18910 -1.46239 -2.18430 0.040 -0.094 -0.106
H -2.48138 -2.87739 1.84986 0.018 -0.006 -0.007
H -4.92149 -3.00179 1.65815 0.004 0.007 -0.018
H -6.05259 -2.27548 -0.42020 0.013 -0.007 0.004
H -4.70957 -1.45455 -2.32789 0.006 0.006 0.016
H -2.27680 -1.36240 -2.17637 -0.019 0.052 0.032
H 0.25907 -1.89853 2.90498 0.034 -0.075 -0.010
H 0.77917 -3.72079 4.48808 -0.002 -0.001 -0.004
H 0.89926 -6.05497 3.69302 -0.005 0.003 -0.008
H 0.47392 -6.58449 1.31680 0.001 0.011 -0.002
H -0.08731 -4.78641 -0.26586 0.005 -0.008 0.017
H 3.33205 -0.52797 -3.49607 0.017 0.008 0.002
H 5.25789 0.55972 -4.52788 -0.003 0.002 0.009
H 6.62309 2.17039 -3.24181 -0.007 -0.005 0.000
H 6.04214 2.68129 -0.89261 0.000 -0.008 -0.011
H 4.13341 1.58190 0.17558 -0.003 -0.012 -0.003
H 2.14424 1.07632 1.74444 0.033 -0.003 -0.027
H 2.63058 0.45369 4.04999 -0.006 -0.018 -0.006
H 3.77062 -1.68446 4.54260 0.007 -0.004 -0.010
H 4.32594 -3.24122 2.69653 -0.004 0.008 0.012
H 3.66562 -2.73555 0.40131 0.020 0.010 0.033
```
Positions in Å, forces in eV/Å.

---

(3)
# C20H33ClN2O4

The molecule C20H33ClN2O4 (ωB97M-V/def2-TZVPD, the Open Molecules 2025 dataset).

Output
strongest force on any atom	0.006	hartree/bohr
E_HOMO	-9.36	eV
SMILES	CN(CC1(O)CN(C(=O)C[C@@H]2C[C@@H](O)C2(C)C)C1)C(=O)C1(Cl)CCCCC1
spin multiplicity	1
relative energy (zero: lowest compared OMol25 entry of this formula, charge and spin)	6.9	kcal per mole
calculated total energy	-44968.1983	eV

The geometry in XYZ format:
```
60
Properties=species:S:1:pos:R:3:forces:R:3
C -2.89388 -3.25658 -2.39710 0.029 -0.054 -0.002
N -2.14546 -2.49006 -1.39640 -0.122 0.156 -0.118
C -1.00592 -1.74871 -1.90683 -0.041 0.028 -0.058
C -1.34014 -0.48171 -2.69376 -0.017 -0.174 0.100
O -1.93236 -0.86672 -3.90558 0.003 0.024 0.004
C -2.03942 0.61392 -1.85379 0.013 0.072 -0.112
N -0.72094 1.21557 -1.67228 0.060 -0.129 -0.031
C -0.42338 2.43857 -1.15868 -0.096 0.154 -0.010
O -1.26608 3.12189 -0.60816 0.034 -0.051 0.014
C 1.03795 2.82058 -1.22838 0.096 -0.027 0.060
C 1.80885 2.00530 -0.19571 -0.028 0.029 -0.045
C 1.45336 2.16893 1.29639 -0.047 -0.003 -0.019
C 2.94088 2.01067 1.63304 0.024 -0.010 0.003
O 3.18649 0.65891 1.99476 -0.043 0.038 -0.026
C 3.28495 2.35556 0.15060 0.036 0.010 -0.005
C 4.34538 1.51315 -0.53178 -0.018 0.018 -0.009
C 3.59653 3.84156 0.02086 -0.003 -0.046 -0.005
C -0.10183 0.45057 -2.75466 -0.049 0.012 -0.009
C -2.86949 -2.23809 -0.25428 0.049 -0.311 0.091
O -4.02520 -2.61776 -0.19587 0.082 0.157 0.025
C -2.24072 -1.71246 1.07193 0.009 -0.063 0.016
Cl -3.27226 -0.29676 1.54491 -0.043 0.029 0.035
C -0.78187 -1.24862 1.12827 -0.069 0.007 0.014
C -0.31651 -0.92716 2.54870 -0.055 0.038 0.047
C -0.50600 -2.11857 3.47863 0.009 -0.010 -0.012
C -1.97119 -2.53882 3.48954 0.008 0.042 -0.049
C -2.46903 -2.85255 2.08320 0.013 0.025 0.012
H -3.32589 -4.13634 -1.92518 0.023 0.011 -0.011
H -3.70525 -2.67821 -2.83777 0.011 0.024 0.012
H -2.20542 -3.55272 -3.18502 0.004 0.009 0.000
H -0.33029 -1.48148 -1.10842 0.018 0.040 0.030
H -0.45857 -2.40877 -2.58382 0.018 -0.008 0.008
H -2.26512 -0.08523 -4.35939 -0.007 0.004 0.000
H -2.70168 1.24234 -2.46066 -0.023 0.002 0.035
H -2.55903 0.32976 -0.94001 0.014 -0.001 -0.004
H 1.45021 2.63742 -2.22514 -0.046 0.014 -0.034
H 1.09698 3.88742 -1.01963 0.012 -0.001 0.020
H 1.75823 0.94620 -0.46744 0.013 0.008 0.047
H 1.07802 3.16707 1.52396 0.000 -0.018 -0.016
H 0.79075 1.42999 1.74052 -0.005 0.039 0.012
H 3.35662 2.69101 2.38250 0.023 0.005 0.016
H 4.13691 0.52969 2.07557 -0.005 -0.002 0.003
H 5.34284 1.72907 -0.13907 0.008 0.006 0.006
H 4.14666 0.44837 -0.40498 -0.006 0.000 0.006
H 4.36563 1.72759 -1.60336 0.006 0.000 -0.003
H 4.56980 4.05940 0.46641 0.004 -0.005 -0.001
H 3.63254 4.14803 -1.02681 -0.001 -0.001 -0.001
H 2.85549 4.46333 0.52633 -0.010 -0.007 0.003
H 0.87036 0.00412 -2.53691 0.017 0.000 0.016
H -0.05286 1.00517 -3.69815 0.020 -0.004 0.005
H -0.15558 -2.06117 0.74373 -0.010 -0.005 -0.004
H -0.64843 -0.37007 0.49537 0.054 0.009 0.000
H 0.72698 -0.60709 2.51503 0.016 -0.115 0.001
H -0.89089 -0.07989 2.93405 0.008 0.007 -0.034
H 0.11236 -2.95563 3.13406 0.009 -0.002 -0.003
H -0.16805 -1.87048 4.48639 -0.006 0.005 0.006
H -2.12280 -3.41627 4.12124 0.008 -0.007 -0.007
H -2.57661 -1.73431 3.91486 -0.007 0.002 0.003
H -3.52720 -3.10382 2.08073 0.003 0.016 -0.006
H -1.92943 -3.72511 1.69345 0.006 0.010 -0.015
```
Positions in Å, forces in eV/Å.

---

(4)
# C10H9BrN2

The molecule C10H9BrN2 in a non-equilibrium geometry (ωB97M-V/def2-TZVPD, the Open Molecules 2025 dataset).

Output
strongest force on any atom	0.100	hartree/bohr
E_HOMO	-8.26	eV
SMILES	CN(/C(C#N)=C\Br)c1ccccc1
spin multiplicity	1
relative energy (zero: lowest compared OMol25 entry of this formula, charge and spin)	0.0	kcal per mole
calculated total energy	-83534.8052	eV

The geometry in XYZ format:
```
22
Properties=species:S:1:pos:R:3:forces:R:3
C 0.77197 -1.12745 -1.93797 -0.908 1.189 -2.432
N 0.52351 -0.97932 -0.51161 4.192 0.039 0.316
C 2.15118 -0.50154 0.19300 -4.728 -1.087 -1.637
C 2.74644 -1.67859 0.64044 0.858 -1.152 0.916
N 3.23049 -2.63165 1.08024 -0.293 0.524 -0.427
C 2.59124 0.72694 0.25292 2.702 1.385 -0.041
Br 1.68898 2.17167 -0.55494 0.144 -0.224 0.366
C -0.57288 -0.29965 -0.01101 0.691 0.692 1.168
C -0.57432 0.03205 1.33774 -2.416 0.984 0.737
C -1.63677 0.79847 1.91835 3.205 -0.696 -0.052
C -2.64820 1.31144 1.15141 -0.407 -0.320 -0.621
C -2.72810 0.83323 -0.15337 -0.871 0.246 -1.261
C -1.68793 0.09335 -0.72633 -1.319 0.015 -1.030
H 1.29689 -0.17275 -2.39638 -0.933 -1.847 0.754
H 1.34228 -2.04533 -2.21990 -0.144 0.781 0.704
H -0.22268 -1.25391 -2.56208 1.765 0.339 1.535
H 3.69724 0.98274 0.61559 -2.737 -0.656 -0.644
H 0.15516 -0.22245 2.07098 0.882 -0.499 -0.174
H -1.30463 1.00520 2.94249 -1.293 0.512 -0.137
H -3.34420 2.06758 1.44984 -0.381 0.000 0.575
H -3.65172 1.06827 -0.80663 1.766 -0.228 1.128
H -1.82397 -0.17830 -1.77279 0.224 0.004 0.257
```
Positions in Å, forces in eV/Å.